No. 1
DFT (ωB97M-V/def2-TZVPD) results for a cluster of 11 separate species, C21H32BCl30NO2P in total.

```
88
Properties=species:S:1:pos:R:3:mulliken_charge:R:1
C -2.881 3.554 0.115 -0.442
B -3.287 3.127 -1.411 0.443
O -2.625 3.811 -2.488 -0.809
P -4.657 1.768 -1.615 0.442
C -3.713 0.860 -3.063 -0.952
C -3.948 -0.688 -2.850 0.431
C -2.709 -1.620 -3.181 -1.077
N -1.391 -1.053 -2.872 -0.120
C -1.234 -0.770 -1.440 -0.019
C 0.258 -0.442 -1.045 0.545
C 1.228 0.121 -1.987 -0.634
C 2.570 0.416 -1.490 -0.431
C 2.967 0.169 -0.105 -0.229
C 1.998 -0.436 0.832 -0.639
C 0.646 -0.732 0.342 0.172
O -0.302 -1.300 1.204 -0.601
H -1.752 3.511 0.233 0.222
H -3.277 2.764 0.821 0.239
H -3.262 4.574 0.385 -0.124
H -1.678 3.597 -2.376 0.239
H -5.411 2.609 -2.561 -0.127
H -5.745 0.793 -1.697 -0.067
H -3.915 0.934 -0.647 -0.261
H -5.348 2.375 -0.475 -0.337
H -2.638 1.176 -3.099 0.082
H -4.238 1.175 -4.004 0.510
H -4.316 -0.869 -1.805 -0.510
H -4.792 -0.982 -3.542 0.424
H -2.825 -2.545 -2.533 0.310
H -2.757 -1.990 -4.239 0.366
H -1.148 -0.263 -3.466 0.305
H -1.842 0.152 -1.173 -0.188
H -1.639 -1.624 -0.839 0.271
H 0.884 0.311 -3.024 0.344
H 3.287 0.874 -2.219 0.325
H 3.988 0.426 0.265 0.321
H 2.298 -0.634 1.892 0.367
H -0.429 -2.223 0.908 0.344
C 2.370 -3.645 -3.681 0.061
Cl 1.725 -2.274 -2.770 0.082
Cl 1.637 -5.163 -3.134 -0.164
Cl 2.110 -3.421 -5.417 -0.162
H 3.440 -3.702 -3.502 0.162
C -8.762 2.206 -1.153 -0.187
Cl -8.919 0.682 -0.267 -0.069
Cl -7.609 3.273 -0.343 -0.078
Cl -8.275 1.906 -2.822 -0.113
H -9.731 2.696 -1.165 0.387
C 5.545 -2.946 -0.566 -0.235
Cl 4.050 -1.995 -0.521 0.101
Cl 6.681 -2.260 -1.740 -0.127
Cl 6.279 -3.026 1.042 -0.069
H 5.302 -3.958 -0.879 0.382
C 8.459 0.232 1.392 -0.128
Cl 9.439 1.699 1.507 -0.155
Cl 6.781 0.625 1.001 -0.025
Cl 9.135 -0.868 0.183 -0.090
H 8.477 -0.268 2.355 0.307
C 11.545 -2.168 -2.281 0.740
Cl 11.558 -1.450 -3.896 -0.127
Cl 11.441 -3.929 -2.382 -0.127
Cl 12.978 -1.679 -1.370 -0.127
H 10.668 -1.805 -1.755 -0.325
C -3.230 7.035 2.643 -0.019
Cl -4.761 6.373 2.063 -0.085
Cl -2.002 5.770 2.750 -0.081
Cl -2.682 8.348 1.592 -0.137
H -3.389 7.439 3.637 0.321
C -7.005 -2.886 1.202 -0.036
Cl -8.502 -1.947 1.240 -0.127
Cl -5.875 -2.198 0.035 -0.049
Cl -6.275 -2.954 2.813 -0.124
H -7.244 -3.898 0.893 0.297
C 5.229 4.132 2.287 -0.053
Cl 4.433 4.095 3.865 -0.135
Cl 6.835 3.400 2.382 -0.088
Cl 4.241 3.309 1.074 -0.053
H 5.343 5.169 1.988 0.326
C -6.663 -1.385 6.649 0.021
Cl -7.042 -2.971 7.334 -0.132
Cl -7.402 -1.203 5.057 -0.052
Cl -7.195 -0.096 7.738 -0.136
H -5.586 -1.311 6.535 0.294
C 5.217 -4.835 4.630 -0.019
Cl 6.197 -3.369 4.757 -0.111
Cl 3.543 -4.431 4.234 -0.102
Cl 5.893 -5.934 3.422 -0.114
H 5.229 -5.337 5.592 0.342
```

Values from the calculation:
- 2S+1 = 1
- electronic energy (eV) = -413513.198
- HOMO-LUMO gap (eV) = 4.10
- lowest unoccupied orbital energy (eV) = 1.367
- total charge = -1
- HOMO (eV) = -2.73


No. 2
DFT (ωB97M-V/def2-TZVPD) results for the ion C6H17P3 with charge +2.

```
26
Properties=species:S:1:pos:R:3:mulliken_spin:R:1
C -0.244 0.368 -1.544 0.024
C 0.145 1.561 -0.717 0.072
C -2.970 -0.989 -0.581 0.033
C -0.422 -2.653 -0.648 0.013
C 2.384 -0.056 0.327 0.028
C 1.508 2.126 2.000 0.005
P -0.533 -0.423 1.714 1.231
P -1.083 -0.957 -0.368 0.245
P 0.950 0.915 0.829 0.119
H -1.121 0.669 -2.234 0.000
H 0.537 -0.138 -2.078 0.004
H 0.836 2.182 -1.225 0.002
H -0.783 2.098 -0.532 -0.017
H -3.400 -1.771 -0.098 0.004
H -3.193 -0.995 -1.629 0.016
H -3.379 0.047 -0.282 -0.005
H -0.363 -2.901 -1.661 0.005
H -1.065 -3.389 -0.161 -0.001
H 0.558 -2.566 -0.156 -0.019
H 2.486 -0.940 1.069 -0.011
H 3.393 0.237 0.347 0.001
H 2.094 -0.561 -0.683 -0.011
H 2.333 2.774 1.486 0.008
H 2.107 1.877 2.884 0.006
H 0.563 2.643 2.349 0.001
H -1.338 0.839 1.593 0.246
```

Values from the calculation:
- 2S+1 = 3
- electronic energy (eV) = -34341.312
- HOMO-LUMO gap (alpha / beta) (eV) = 5.42 / 6.62
- lowest unoccupied orbital energy (alpha / beta) (eV) = -7.934 / -12.774
- total charge = +2
- HOMO (alpha / beta) (eV) = -13.36 / -19.40


No. 3
DFT (ωB97M-V/def2-TZVPD) results for the molecule C2H2S2.

```
6
Properties=species:S:1:pos:R:3:nbo_charge:R:1
C -1.822 1.887 -0.398 -0.475
C 0.275 0.402 0.002 -0.608
S -3.202 1.242 -0.161 0.218
S -0.203 2.004 -0.345 0.467
H 0.174 0.146 1.126 0.201
H 0.002 -0.312 -0.743 0.196
```

Values from the calculation:
- 2S+1 = 1
- electronic energy (eV) = -23773.008
- ΔE to the lowest compared entry with this formula, charge and spin (eV) = 2.606
- HOMO-LUMO gap (alpha / beta) (eV) = 6.40 / 8.48
- lowest unoccupied orbital energy (alpha / beta) (eV) = -1.115 / -0.606
- HOMO (alpha / beta) (eV) = -7.52 / -9.09


No. 4
DFT (ωB97M-V/def2-TZVPD) results for a cluster of 2 separate species, CH3F3 in total.

```
7
Properties=species:S:1:pos:R:3:nbo_charge:R:1
F -0.778 -0.253 -0.970 -0.339
C 0.461 0.229 -0.703 0.429
F 0.350 1.492 -0.222 -0.345
H 1.038 0.254 -1.632 0.140
H 0.930 -0.400 0.057 0.116
F -1.381 -0.878 1.905 -0.552
H -0.619 -0.444 1.564 0.552
```

Values from the calculation:
- SMILES string = FCF.F
- 2S+1 = 1
- electronic energy (eV) = -9237.832
- ΔE to the lowest compared entry with this formula, charge and spin (eV) = 0.114
- HOMO-LUMO gap (eV) = 13.64
- lowest unoccupied orbital energy (eV) = 0.744
- HOMO (eV) = -12.90